P.
{
  "formula": "C4H15NO2",
  "method": "ωB97M-V/def2-TZVPD",
  "elements": ["C", "C", "C", "C", "N", "H", "H", "H", "H", "H", "H", "H", "H", "H", "H", "H", "O", "H", "H", "O", "H", "H"],
  "xyz": [[-0.42942, 1.51726, -0.03175], [-1.02471, 0.57254, 1.01000], [-0.67761, 1.01078, 2.45298], [-0.88130, -0.93133, 0.83601], [-1.48401, -1.42470, -0.40132], [0.65588, 1.54933, 0.07574], [-0.65038, 1.09390, -1.01381], [-0.89450, 2.48483, 0.10974], [-2.12483, 0.69534, 1.04399], [-1.43228, 0.66018, 3.15454], [-0.76593, 2.10037, 2.49462], [0.35331, 0.78183, 2.72613], [0.20215, -1.12427, 0.77433], [-1.17764, -1.49818, 1.71242], [-2.04903, -2.24568, -0.25407], [-2.15531, -0.73646, -0.73503], [3.30758, 0.71494, -1.96971], [2.43682, 1.05355, -2.17914], [3.55388, 1.19019, -1.17885], [2.00489, -2.50282, -2.63741], [1.91110, -1.78593, -3.25012], [1.32134, -3.17569, -2.73927]],
  "nbo_charge": [-0.61, -0.21, -0.60, -0.22, -0.83, 0.20, 0.21, 0.21, 0.18, 0.21, 0.20, 0.20, 0.18, 0.18, 0.36, 0.34, -0.93, 0.46, 0.47, -0.95, 0.47, 0.47],
  "homo_lumo_gap_ev": 10.012,
  "smiles": "CC(C)CN.O.O",
  "multiplicity": 1,
  "homo_ev": -9.22
}

***

Q.
{
  "formula": "C4H15NO2",
  "method": "ωB97M-V/def2-TZVPD",
  "elements": ["C", "C", "C", "C", "N", "H", "H", "H", "H", "H", "H", "H", "H", "H", "H", "H", "O", "H", "H", "O", "H", "H"],
  "xyz": [[-2.76246, 1.22118, 1.33645], [-2.05364, 1.31364, -0.05050], [-0.54314, 0.95759, 0.11939], [0.20565, 1.24534, -1.17881], [-0.38192, -0.47874, 0.30145], [-2.47902, 0.24909, 1.73720], [-2.48233, 1.97021, 2.07596], [-3.80143, 1.43757, 1.07893], [-2.05882, 2.34112, -0.42082], [-2.56973, 0.63983, -0.72163], [-0.27695, 1.53387, 1.00341], [1.30619, 1.19549, -1.11335], [-0.03427, 0.46897, -1.90077], [0.21487, 2.23559, -1.65703], [-0.19660, -1.02311, -0.52684], [0.02343, -0.83418, 1.15652], [2.95555, -1.75838, -1.57688], [2.26995, -1.10741, -1.36316], [2.53117, -2.37672, -2.19666], [3.00343, -3.15816, 1.32415], [3.63517, -3.59518, 0.78665], [3.49491, -2.47762, 1.78632]],
  "nbo_charge": [-0.62, -0.39, -0.06, -0.63, -0.88, 0.22, 0.20, 0.21, 0.19, 0.20, 0.20, 0.21, 0.19, 0.22, 0.37, 0.39, -0.94, 0.47, 0.47, -0.93, 0.47, 0.47],
  "homo_lumo_gap_ev": 9.515,
  "smiles": "CC[C@H](C)N.O.O",
  "multiplicity": 1,
  "homo_ev": -8.77
}

***

Stability, lowest: Q